1.
{
  "formula": "C37H27Cl2GeINO5Pt",
  "method": "wB97M-V/def2-TZVPD",
  "symbols": ["Pt", "Cl", "C", "C", "C", "Cl", "C", "C", "C", "C", "N", "C", "C", "O", "H", "H", "H", "H", "I", "C", "C", "C", "C", "C", "C", "C", "O", "O", "H", "H", "H", "H", "O", "C", "O", "C", "C", "Ge", "C", "C", "C", "C", "C", "C", "C", "C", "C", "C", "C", "C", "C", "C", "C", "C", "C", "C", "H", "H", "H", "H", "H", "H", "H", "H", "H", "H", "H", "H", "H", "H", "H", "H", "H", "H", "H"],
  "xyz": [[-1.28940, 0.03629, 0.02576], [-2.91542, 4.95002, 1.02920], [-3.14725, 3.99429, -0.40367], [-3.89560, 4.52524, -1.45769], [-4.06312, 3.82939, -2.62317], [-5.04890, 4.50459, -3.89583], [-3.45009, 2.56820, -2.79237], [-3.47094, 1.81010, -3.98409], [-2.81572, 0.61117, -4.04495], [-2.15104, 0.13101, -2.90603], [-2.12540, 0.81842, -1.79027], [-2.73253, 2.02925, -1.70017], [-2.56748, 2.72167, -0.44227], [-1.92157, 2.19986, 0.53007], [-4.34258, 5.50408, -1.34805], [-4.00599, 2.19562, -4.84205], [-2.80713, 0.02261, -4.95310], [-1.65313, -0.83025, -2.89430], [-0.91383, 5.91945, -4.79772], [-0.19135, 4.47853, -3.45298], [0.09212, 3.20248, -3.91757], [0.55908, 2.25043, -3.02020], [0.76125, 2.57406, -1.68394], [0.48661, 3.86205, -1.24347], [-0.00443, 4.82017, -2.12187], [1.32167, 1.54935, -0.72561], [2.25211, 1.89424, -0.00912], [0.78482, 0.35930, -0.73382], [-0.05048, 2.94791, -4.96135], [0.77064, 1.24158, -3.35910], [0.64415, 4.10822, -0.19897], [-0.23890, 5.81718, -1.76813], [-2.89334, -3.69892, 0.43897], [-2.06262, -3.04923, -0.19317], [-2.25378, -1.85076, -0.65735], [-0.71318, -3.71675, -0.50472], [0.47261, -2.77203, -0.69294], [1.11054, -1.94058, 0.97049], [2.95360, -1.32736, 0.78264], [3.71776, -1.05559, 1.91581], [5.03010, -0.61240, 1.79813], [5.59608, -0.45134, 0.54091], [4.84839, -0.73631, -0.59606], [3.53534, -1.16851, -0.47385], [1.23426, -3.41000, 2.28929], [1.99220, -4.53905, 1.96370], [2.12542, -5.59746, 2.85247], [1.50089, -5.54270, 4.09407], [0.74712, -4.42841, 4.43627], [0.61632, -3.37220, 3.53923], [-0.07017, -0.60707, 1.85578], [-1.40214, -0.91821, 2.23415], [-2.13527, -0.03801, 3.04913], [-1.57278, 1.14623, 3.46814], [-0.26100, 1.47133, 3.10385], [0.48033, 0.61565, 2.32126], [-0.88152, -4.28721, -1.42383], [-0.52863, -4.43876, 0.29006], [0.23478, -1.98149, -1.40384], [1.33050, -3.32382, -1.09134], [3.28220, -1.18825, 2.90311], [5.61116, -0.39029, 2.68661], [6.61684, -0.09912, 0.44559], [5.28608, -0.60167, -1.57897], [2.94405, -1.35675, -1.36428], [2.49041, -4.58690, 0.99790], [2.71429, -6.46657, 2.57992], [1.60344, -6.36610, 4.79151], [0.25642, -4.38293, 5.40259], [0.02317, -2.50769, 3.82095], [-1.81773, -1.89617, 2.02158], [-3.14201, -0.30383, 3.34582], [-2.15208, 1.83454, 4.07180], [0.16972, 2.41378, 3.42121], [1.49205, 0.88238, 2.03418]],
  "forces_ev_per_angstrom": [[-0.4, 0.4, -0.6], [0.0, 0.0, 0.0], [0.0, 0.0, 0.0], [0.0, 0.0, 0.0], [0.0, 0.0, 0.0], [0.1, 0.0, 0.0], [0.1, 0.0, 0.0], [0.0, 0.0, 0.0], [0.0, 0.1, -0.1], [0.0, 0.0, 0.0], [-0.2, -0.1, -0.1], [0.1, 0.0, -0.1], [0.1, 0.0, 0.2], [0.2, -0.1, -0.1], [0.0, 0.0, 0.0], [0.0, 0.0, 0.0], [0.0, 0.0, 0.0], [0.0, 0.0, 0.0], [0.0, -0.1, 0.1], [0.0, 0.0, -0.1], [0.0, 0.0, 0.0], [-0.1, 0.0, 0.0], [-0.1, -0.2, -0.1], [0.0, 0.1, 0.0], [0.0, -0.1, 0.1], [-0.1, -0.1, 0.4], [-0.1, -0.1, -0.1], [0.0, 0.4, -0.2], [0.0, 0.0, 0.1], [0.0, 0.1, 0.0], [0.0, 0.0, -0.1], [0.0, -0.1, 0.0], [0.2, 0.3, -0.2], [-0.1, 0.0, 0.1], [0.3, -0.3, 0.1], [-0.1, 0.2, 0.0], [-0.1, 0.1, 0.1], [0.0, -0.1, 0.2], [0.0, 0.1, 0.0], [0.0, 0.0, -0.1], [0.0, 0.0, 0.0], [-0.1, 0.0, 0.0], [0.0, 0.0, 0.0], [0.0, 0.0, 0.1], [0.0, 0.0, 0.0], [0.0, 0.0, 0.0], [0.0, 0.0, 0.0], [0.0, 0.1, 0.0], [0.0, 0.0, 0.0], [0.1, 0.0, 0.0], [0.1, -0.2, 0.1], [0.3, 0.0, 0.3], [0.0, 0.0, 0.1], [0.0, 0.0, 0.0], [0.0, 0.0, 0.0], [0.0, 0.0, 0.1], [0.0, 0.0, 0.0], [0.0, -0.1, 0.0], [0.0, 0.0, 0.0], [0.0, 0.0, 0.0], [0.0, 0.0, 0.0], [0.0, 0.0, 0.0], [0.0, 0.0, 0.0], [0.0, 0.0, 0.0], [0.0, 0.0, 0.0], [0.0, 0.0, 0.1], [0.0, 0.0, 0.0], [0.0, 0.0, 0.0], [0.0, 0.0, 0.0], [0.0, -0.1, 0.0], [-0.1, 0.0, -0.1], [0.0, 0.0, -0.1], [0.0, 0.0, 0.0], [0.0, 0.0, 0.0], [-0.1, 0.0, -0.1]],
  "s2": 2.0085,
  "max_force_ev_per_a": 0.8,
  "energy_ha": -5271.5361,
  "spin_multiplicity": 3,
  "total_charge": -1,
  "gap_ha": [0.261, 0.243]
}

---

2.
{
  "formula": "C37H27F20GeN2O9PSScTe",
  "method": "wB97M-V/def2-TZVPD",
  "symbols": ["Sc", "C", "C", "O", "C", "C", "C", "C", "C", "C", "O", "H", "H", "H", "H", "H", "H", "H", "F", "C", "C", "C", "F", "C", "F", "C", "F", "C", "F", "Ge", "S", "C", "C", "F", "C", "F", "C", "F", "C", "F", "C", "F", "C", "C", "F", "C", "F", "C", "F", "C", "F", "C", "F", "C", "O", "P", "O", "C", "O", "C", "H", "H", "H", "H", "H", "H", "H", "H", "H", "C", "C", "C", "C", "C", "C", "O", "N", "C", "O", "N", "C", "O", "H", "H", "H", "H", "H", "H", "H", "H", "H", "H", "H", "F", "Te", "F", "F", "F", "F", "O"],
  "xyz": [[-18.98259, -9.29463, -0.77625], [-22.85812, -10.84888, 0.49107], [-21.85613, -10.56789, -0.57907], [-21.18251, -9.45885, -0.55847], [-21.63959, -11.54022, -1.62652], [-22.68290, -12.14047, -2.37815], [-22.51635, -12.70368, -3.62967], [-21.23645, -12.78689, -4.20073], [-20.20021, -12.10248, -3.62261], [-20.34253, -11.56620, -2.29647], [-19.26301, -11.00084, -1.76167], [-22.71622, -10.17192, 1.32740], [-22.83973, -11.90935, 0.88934], [-23.90588, -10.63068, 0.14050], [-23.70079, -12.04740, -2.05925], [-23.40744, -13.09384, -4.15031], [-21.09125, -13.26109, -5.21697], [-19.24719, -11.95119, -4.09401], [-14.63392, -14.74671, -0.56362], [-13.80216, -14.25384, -1.51094], [-13.05977, -13.10459, -1.27726], [-12.27306, -12.69463, -2.34694], [-11.31866, -11.70652, -2.16245], [-12.24785, -13.33784, -3.60596], [-11.56467, -12.81220, -4.67335], [-12.80679, -14.57647, -3.70595], [-12.64761, -15.29359, -4.83329], [-13.67525, -15.04441, -2.64925], [-14.30136, -16.22502, -2.75237], [-13.18363, -12.13089, 0.46850], [-15.33598, -11.80987, 0.30538], [-12.09949, -10.41624, 0.41241], [-12.32811, -9.38743, -0.47769], [-13.13294, -9.66259, -1.57096], [-11.83933, -8.14704, -0.25446], [-12.11984, -7.06183, -1.02035], [-10.99561, -7.96901, 0.83932], [-10.55839, -6.72089, 1.13160], [-10.53184, -9.03579, 1.58764], [-9.50296, -8.81954, 2.45114], [-11.10817, -10.27420, 1.38491], [-10.71955, -11.31822, 2.18941], [-12.54706, -13.40352, 1.83778], [-11.51338, -14.26167, 1.47281], [-10.91480, -14.15383, 0.24608], [-11.03606, -15.26916, 2.30185], [-10.00333, -16.05016, 1.95006], [-11.60297, -15.43877, 3.55601], [-11.08968, -16.34264, 4.44288], [-12.60988, -14.55826, 3.97291], [-13.10270, -14.69289, 5.19478], [-13.09327, -13.57931, 3.10394], [-14.07480, -12.73763, 3.56369], [-18.25932, -13.75884, 4.05353], [-19.46319, -14.62296, 3.97328], [-19.72298, -15.55912, 2.80616], [-19.04890, -16.71127, 2.09363], [-18.08766, -16.64542, 1.01647], [-21.09076, -16.08645, 3.06980], [-22.37233, -16.27938, 2.39764], [-18.54942, -12.97929, 4.80219], [-18.03216, -13.25813, 3.07561], [-17.44340, -14.33322, 4.48783], [-17.62321, -15.67085, 0.87181], [-18.63977, -16.88742, 0.13504], [-17.34068, -17.38395, 1.22305], [-23.09778, -16.56479, 3.16107], [-22.20777, -17.06290, 1.65417], [-22.73624, -15.36339, 1.91532], [-19.70028, -6.95431, -5.52468], [-19.28600, -5.74419, -4.65831], [-18.19169, -6.00851, -3.61407], [-17.97288, -4.70136, -2.84725], [-16.73836, -4.63859, -1.91185], [-16.91759, -6.42866, -4.35302], [-16.05038, -5.69914, -4.84497], [-16.86007, -7.82091, -4.52474], [-17.54991, -8.87158, -3.91528], [-17.31114, -10.06209, -4.14936], [-18.44802, -8.43355, -2.95584], [-18.51548, -7.13359, -2.56508], [-18.75993, -6.91127, -1.34597], [-20.58964, -6.63987, -6.08057], [-19.98681, -7.84291, -4.94581], [-18.94662, -7.22219, -6.31295], [-20.08198, -5.17383, -4.14878], [-18.93610, -4.95060, -5.35645], [-18.87757, -4.49261, -2.23439], [-17.91115, -3.91010, -3.55164], [-16.72999, -5.43943, -1.13673], [-16.68837, -3.58655, -1.49092], [-15.82992, -4.69202, -2.58988], [-16.15954, -8.14329, -5.17779], [-14.88671, -8.96507, 1.78211], [-16.57451, -9.84500, 1.48880], [-17.32387, -8.19046, 2.24499], [-16.80700, -8.68988, -0.24387], [-19.66411, -14.50566, 1.62326], [-16.71084, -10.73913, 3.21638], [-18.37761, -10.31966, 0.91268]],
  "forces_ev_per_angstrom": [[2.4, -0.6, 1.7], [-1.4, -0.3, 0.6], [1.8, 1.8, -0.2], [-1.5, -2.7, 0.4], [1.3, 0.0, -2.0], [-0.1, 0.1, -0.1], [-0.6, -0.7, 0.5], [0.2, 0.3, -1.5], [-0.3, -0.6, 1.2], [1.5, 1.8, 0.5], [-2.2, -1.3, -0.9], [0.3, 0.1, 0.0], [0.1, 1.2, -0.8], [0.9, -0.4, 0.1], [-0.5, 0.1, 0.5], [0.6, 0.2, 0.3], [-0.2, 0.6, 1.3], [0.3, -0.1, 0.0], [0.4, 0.0, -0.1], [-0.3, -1.0, -0.2], [1.3, 0.2, -0.8], [0.8, 0.4, 0.1], [-1.2, -0.8, -0.3], [1.0, 1.0, 0.2], [-0.5, -0.6, 1.2], [-1.8, -1.0, 0.7], [-0.2, 0.1, 0.4], [1.4, 1.2, -0.8], [0.0, 0.1, -0.1], [-1.9, 0.8, -1.3], [2.0, -2.1, -0.5], [0.8, -1.9, 0.9], [-2.0, -1.7, -1.4], [1.0, 0.8, 1.5], [0.4, 2.0, 0.0], [0.1, -1.0, 0.5], [0.4, 0.8, 0.0], [-0.1, -0.8, -0.3], [0.6, 0.4, 0.3], [-0.8, -0.3, -0.3], [-0.4, -0.1, 0.0], [-0.3, 0.9, -0.7], [0.4, -0.3, -0.2], [0.1, -0.2, -0.4], [-0.4, 0.0, 1.0], [0.1, -0.1, 0.2], [-0.2, 0.1, -0.1], [0.1, 0.4, 0.7], [-0.6, 0.7, -0.9], [0.2, -0.3, -0.8], [-0.3, 0.0, 0.5], [-0.4, 0.7, 0.3], [1.1, -1.1, -0.5], [0.2, 1.8, 0.5], [1.3, -1.0, 0.7], [-1.0, 3.3, -3.3], [1.3, -0.9, 1.1], [0.7, 0.3, -0.4], [-2.3, -0.1, 1.0], [0.2, -0.1, -0.4], [0.3, -0.6, -0.9], [-0.2, -0.6, 0.9], [0.0, -0.1, -0.4], [-0.1, 0.1, 0.3], [-0.3, -0.2, -0.6], [0.3, -0.3, 0.1], [0.4, -0.1, -0.1], [-0.3, 0.1, 0.2], [0.5, -0.1, 0.2], [-0.5, 0.4, -0.4], [0.2, 0.2, -0.8], [0.7, 0.5, 1.5], [-0.1, -0.3, 1.7], [0.7, 0.8, -1.0], [0.7, -0.7, -0.6], [-1.9, -1.1, 0.8], [1.1, 0.3, -1.1], [-0.9, -0.6, 1.2], [-0.3, 2.2, -0.2], [0.0, -0.1, 0.8], [0.6, -0.8, 0.0], [-0.8, -0.2, -1.6], [0.0, -0.2, 0.0], [0.3, 0.3, -0.1], [-0.5, 0.2, 1.0], [-0.3, -0.9, 0.0], [0.3, -0.5, 0.4], [0.4, -0.3, -0.4], [0.2, 0.8, -0.8], [0.0, 0.8, -0.5], [-0.1, -1.4, 0.0], [-0.8, -0.2, 1.0], [0.2, 0.1, 0.1], [2.5, 1.4, 0.6], [-2.0, 1.3, 0.0], [-0.1, -0.3, 0.3], [-0.9, 0.5, -1.7], [-0.5, -0.7, 0.7], [-0.4, -0.7, 1.8], [-2.6, 0.7, -1.7]],
  "max_force_ev_per_a": 4.8,
  "energy_ha": -8055.5415,
  "total_charge": -1,
  "gap_ha": 0.114,
  "e_above_lowest_kj_mol": 350.15
}

---

3.
{
  "formula": "C37H27LaN8S",
  "method": "wB97M-V/def2-TZVPD",
  "symbols": ["La", "C", "C", "N", "C", "C", "C", "C", "C", "C", "C", "N", "C", "C", "C", "C", "C", "C", "C", "C", "N", "C", "H", "H", "H", "H", "H", "H", "H", "H", "H", "H", "H", "H", "S", "N", "C", "C", "C", "C", "C", "N", "C", "C", "N", "C", "C", "C", "C", "C", "N", "H", "H", "H", "H", "H", "H", "C", "C", "C", "C", "C", "C", "H", "H", "H", "H", "H", "H", "H", "H", "H", "N", "C"],
  "xyz": [[0.93990, -0.06185, 0.41792], [-3.51493, -1.02053, -1.36395], [-2.37143, -0.21881, -1.22729], [-1.81171, 0.05190, -0.07135], [-2.37253, -0.44721, 1.06140], [-3.51095, -1.29640, 1.02472], [-4.07014, -1.56773, -0.24244], [-4.01586, -1.84432, 2.21842], [-3.39379, -1.55878, 3.40493], [-2.28873, -0.70296, 3.46202], [-1.76435, -0.10699, 2.32085], [-0.64583, 0.69525, 2.29311], [-0.31570, 1.50962, 3.33581], [-1.20663, 2.02198, 4.27969], [-0.78342, 2.84102, 5.32926], [0.53094, 3.20392, 5.47596], [1.46465, 2.77884, 4.51219], [2.82386, 3.16112, 4.55105], [3.67601, 2.75495, 3.56383], [3.17407, 1.96094, 2.52182], [1.91726, 1.57002, 2.45404], [1.05158, 1.95250, 3.43239], [-3.92191, -1.21090, -2.34804], [-1.89706, 0.20755, -2.10399], [-4.93801, -2.21369, -0.30972], [-4.88238, -2.49355, 2.18675], [-3.75635, -2.00243, 4.32409], [-1.81165, -0.51484, 4.41373], [-2.25576, 1.77820, 4.18877], [-1.51616, 3.19370, 6.04543], [0.85523, 3.81657, 6.30731], [3.16445, 3.78285, 5.37081], [4.71969, 3.03703, 3.56265], [3.82897, 1.64354, 1.71784], [2.27004, 4.15901, -6.59976], [2.15519, 4.67857, -5.07724], [1.81638, 3.63800, -4.34121], [1.60253, 3.64558, -2.91436], [1.74865, 4.79558, -2.13563], [1.51700, 4.71384, -0.78310], [1.15287, 3.48194, -0.24530], [1.02184, 2.37990, -0.96626], [1.23669, 2.44321, -2.28993], [1.07884, 1.20981, -3.07060], [0.72444, 0.09481, -2.41380], [0.57431, -1.03400, -3.09054], [0.76901, -1.12849, -4.46663], [1.13405, 0.00292, -5.15774], [1.29034, 1.20165, -4.45805], [1.66441, 2.43812, -5.09993], [1.89223, 2.60516, -6.38795], [2.03730, 5.72150, -2.61501], [1.61610, 5.57742, -0.14114], [0.95867, 3.38502, 0.81693], [0.29315, -1.90055, -2.49963], [0.64087, -2.07712, -4.96825], [1.30737, -0.00516, -6.22571], [-1.32104, -5.46279, 0.55052], [-0.54952, -4.82364, -0.61108], [-1.47949, -4.69350, -1.82598], [0.65919, -5.69488, -0.98171], [-0.07780, -3.48898, -0.21098], [0.29700, -2.37782, 0.12892], [-1.68043, -6.45441, 0.26470], [-2.17769, -4.84417, 0.82267], [-0.68154, -5.56328, 1.42773], [-1.84764, -5.67824, -2.12384], [-0.94946, -4.25552, -2.67444], [-2.33411, -4.05790, -1.58809], [0.32896, -6.68328, -1.31102], [1.32162, -5.81566, -0.12444], [1.22938, -5.23141, -1.78787], [4.37079, 0.24725, -0.66931], [3.28815, 0.15101, -0.26497]],
  "forces_ev_per_angstrom": [[-2.0, 1.5, 0.6], [-0.1, -0.1, 0.0], [0.1, 0.1, 0.1], [0.1, 0.0, -0.3], [-0.2, -0.1, 0.2], [0.3, 0.2, -0.1], [0.0, 0.0, -0.1], [-0.1, -0.1, 0.2], [-0.1, -0.1, -0.1], [0.1, 0.1, -0.2], [-0.1, -0.1, 0.2], [0.5, -0.1, -0.3], [-0.2, 0.1, 0.2], [0.1, -0.2, -0.2], [0.2, 0.1, 0.1], [-0.2, 0.0, 0.1], [0.0, -0.1, -0.3], [0.0, -0.1, -0.1], [0.0, 0.1, 0.2], [0.0, -0.1, -0.1], [0.2, -0.3, -0.1], [-0.1, 0.2, 0.3], [0.0, 0.0, 0.0], [0.0, 0.0, 0.0], [0.0, 0.0, 0.0], [0.0, 0.0, 0.0], [0.0, 0.0, 0.0], [0.0, 0.0, 0.0], [0.0, 0.0, 0.0], [0.0, 0.0, 0.0], [0.0, 0.0, 0.0], [0.0, 0.0, 0.0], [0.0, 0.0, 0.0], [0.0, 0.0, 0.0], [0.0, 0.0, -0.1], [0.0, 0.1, 0.0], [0.0, -0.3, -0.3], [-0.1, -0.1, 0.3], [0.0, -0.1, 0.0], [0.0, 0.1, -0.1], [-0.1, 0.0, 0.1], [0.0, -0.1, 0.0], [0.1, 0.4, 0.1], [0.0, -0.2, -0.3], [0.1, 0.0, 0.3], [0.0, -0.1, 0.0], [0.0, 0.1, -0.1], [0.0, 0.0, 0.1], [-0.1, -0.2, 0.2], [0.1, 0.4, 0.2], [0.0, 0.0, -0.1], [0.0, 0.0, 0.0], [0.0, 0.0, 0.0], [0.0, 0.0, 0.0], [0.0, 0.0, 0.0], [0.0, 0.0, 0.0], [0.0, 0.0, 0.0], [0.0, 0.0, 0.0], [0.0, -0.1, 0.0], [0.0, 0.0, 0.0], [0.0, 0.0, 0.0], [-0.1, 0.0, 0.0], [-0.1, -1.1, -0.1], [0.0, 0.0, 0.0], [0.0, 0.0, 0.0], [0.0, 0.0, 0.0], [0.0, 0.0, 0.0], [0.0, 0.0, 0.0], [0.0, 0.0, 0.0], [0.0, 0.0, 0.0], [0.0, 0.0, 0.0], [0.0, 0.0, 0.0], [0.0, 0.1, 0.0], [1.7, 0.1, -0.5]],
  "max_force_ev_per_a": 2.5,
  "energy_ha": -2294.1004,
  "total_charge": 0,
  "gap_ha": 0.212,
  "e_above_lowest_kj_mol": 0.00
}